The following is a quantum chemistry calculation of a molecular structure, C55H42N5O5OsS5, from the OMol25 dataset.

Multiplicity: 5
LUMO (alpha / beta) in eV: -2.623 / -4.666
<S²>: 6.0556
Energy above the lowest of the compared OMol25 structures with the same formula, charge and spin in kcal per mole: 11.5
Net charge: +1

XYZ file:
```
113
C55H42N5O5OsS5 | the OMol25 dataset | ωB97M-V/def2-TZVPD
H -5.826 6.091 -1.017
C -3.873 -3.982 -2.680
C -0.474 -0.768 -4.690
C 1.728 2.313 -1.936
C 2.222 3.649 7.228
C 3.707 -2.500 -2.698
C -0.715 0.206 -3.742
H -0.124 -4.170 -0.049
H -2.337 3.051 1.105
C -1.646 0.927 -1.567
O 0.513 0.218 -1.706
C 0.571 1.576 -1.299
H -5.633 -3.666 -3.829
C -5.276 4.198 -0.178
O -1.770 0.621 1.010
C -0.895 2.573 -3.135
H 5.748 -1.988 -4.331
H 6.185 -0.426 -3.625
N 2.184 4.331 8.151
C 1.155 2.706 5.255
H -1.616 -3.686 6.207
H 0.693 -5.691 6.110
H 4.695 4.508 -3.022
C -0.536 -5.484 4.353
Os 0.308 0.265 1.516
C 3.258 -0.498 -0.828
H -7.181 5.182 -0.354
H -6.599 3.049 -1.415
H 3.879 -3.281 -3.429
H -4.095 -5.019 -2.461
H -3.069 -0.281 -3.449
C 1.173 1.861 4.139
C 3.338 4.056 -1.430
C -6.132 5.432 -0.202
C -0.706 1.889 -5.496
S -0.215 1.799 3.113
H -0.367 -3.888 7.430
O 2.398 3.055 1.558
C -4.868 1.919 -0.871
H -2.083 -5.216 -1.123
H -0.309 -6.489 3.996
C -4.077 4.181 0.533
C -3.671 1.943 -0.170
O 1.220 -2.806 0.963
H -0.413 1.162 -7.478
C 2.306 1.094 3.855
H 1.375 -3.156 5.855
H 0.278 3.303 5.466
C -5.660 3.054 -0.875
C -0.749 -3.613 -0.731
C -3.265 3.060 0.546
H 1.875 1.386 -3.870
C -0.330 -5.387 5.863
H 0.163 -4.450 2.550
C 4.550 2.067 6.654
H -1.106 2.985 -1.016
C -2.353 -2.074 -2.436
N 0.806 1.654 0.145
C -0.147 -2.147 3.411
C 2.261 2.144 -3.202
H -5.104 -1.278 -4.279
H -0.785 2.926 -5.799
C 2.565 -2.541 -1.915
C -1.837 -4.180 -1.318
H -5.178 1.025 -1.399
C -0.413 -2.267 -1.007
C 4.636 -1.472 -2.561
S -2.666 0.487 -0.225
C -0.570 -3.964 6.361
O 0.422 4.129 0.547
H 1.411 -4.743 3.759
H -1.581 -5.278 4.106
H 4.301 0.588 4.486
C -2.685 -3.418 -2.151
C 3.398 2.008 5.798
H 1.853 -3.349 -2.028
H 3.075 0.288 -0.108
H 5.106 0.333 -1.499
H 6.711 -1.919 -2.858
C 0.355 -4.495 3.618
C -3.271 -1.317 -3.218
C -0.357 -0.429 -6.034
H -0.996 -6.079 6.378
N 0.149 -3.141 4.172
C 0.321 -2.974 5.626
C -0.802 1.574 -4.121
C -0.850 2.175 -1.691
H 3.771 2.821 -4.558
C -0.793 -0.099 -2.253
C 3.418 1.176 4.698
C 2.351 -1.531 -0.992
C 2.254 2.785 6.082
C -4.421 -1.878 -3.691
H -0.388 -1.805 -4.388
C 3.333 2.946 -3.576
S 0.928 -1.665 0.070
S 1.464 3.138 0.477
N 5.468 2.101 7.343
C -0.491 0.902 -6.431
H -0.171 -1.199 -6.770
H -0.913 3.620 -3.400
C -1.152 -1.517 -1.890
C -4.725 -3.232 -3.433
H -3.774 5.058 1.091
H 0.087 -1.942 5.880
H -6.041 5.993 0.727
S 2.364 0.037 2.478
C 2.278 3.244 -1.077
C 5.885 -1.448 -3.395
C 4.396 -0.477 -1.616
H 3.756 4.768 -0.732
C 3.859 3.898 -2.707
N -0.420 -1.231 2.751
```

These are the Mulliken partial charges, in e, on atoms 1 to 99: H 0.29; C -1.03; C -0.29; C 0.56; C -0.31; C -1.10; C 0.05; H 0.79; H 0.29; C -0.19; O 0.60; C -1.26; H 0.43; C 0.88; O -0.68; C -1.70; H 0.41; H 0.38; N -0.47; C -0.97; H 0.30; H 0.31; H 0.43; C -0.71; Os 2.57; C 0.27; H 0.39; H 0.39; H 0.42; H 0.46; H 0.50; C 0.92; C -0.99; C -1.50; C -0.71; S -0.60; H 0.37; O -0.72; C -0.30; H 0.46; H 0.37; C -0.97; C 0.50; O -1.01; H 0.43; C 0.90; H 0.33; H 0.56; C -0.89; C -1.26; C -0.34; H 0.57; C -0.67; H 0.00; C -0.39; H 0.88; C 1.57; N 0.40; C 0.85; C -0.29; H 0.51; H 0.52; C -0.35; C -1.24; H 0.51; C 0.31; C 0.86; S 0.09; C -0.71; O -0.71; H 0.27; H 0.31; H 0.58; C 0.60; C 0.59; H 0.57; H -0.02; H 0.50; H 0.32; C -0.10; C -0.92; C -1.08; H 0.33; N -0.02; C -0.63; C 0.84; C 0.13; H 0.50; C 0.83; C -1.16; C 0.31; C 0.47; C -1.08; H 0.58; C -0.96; S 1.74; S 1.49; N -0.47; C -0.83

***

The following is a quantum chemistry calculation of a molecular structure, C55H44AsN5O6PSr in a non-equilibrium geometry, from the OMol25 dataset.

LUMO in eV: 2.379
Energy above the lowest of the compared OMol25 structures with the same formula, charge and spin in kcal per mole: 2.7
Net charge: -1

XYZ file:
```
113
C55H44AsN5O6PSr | the OMol25 dataset | ωB97M-V/def2-TZVPD
C -1.319 -0.818 5.573
O -0.490 -3.833 2.498
H -6.500 2.138 -5.888
H -2.371 3.049 -5.231
H 1.475 -2.258 4.330
C 5.055 0.530 -2.312
As 1.924 -0.144 2.274
H -4.390 3.200 -6.631
C 3.886 4.097 2.414
H -4.531 0.736 -2.358
H 2.896 4.368 4.299
C -5.611 2.073 -5.273
H 2.547 2.767 -5.987
C 0.647 -0.381 3.686
H -2.318 6.485 0.563
C 2.711 1.595 2.378
C -2.897 5.505 -1.258
H 4.717 3.556 0.506
H -4.424 -3.154 4.204
C 3.668 0.392 -2.198
H 0.023 -4.448 -1.589
N 1.200 -2.315 -2.131
C 5.853 -0.572 -2.544
H 5.472 1.524 -2.210
N -2.775 -2.565 -1.074
C 1.608 -1.046 -2.150
H -0.261 -2.627 6.036
C -2.805 4.356 -2.030
H -0.042 4.095 -2.861
C -2.008 -3.666 -1.080
C -4.024 -2.668 -0.660
H -1.840 -5.765 -0.652
C -2.238 5.585 -0.035
H 2.008 1.196 -1.853
H 6.926 -0.448 -2.627
C 4.105 3.244 1.343
C 5.286 -1.835 -2.670
C 5.313 -2.093 3.794
C 1.691 2.599 -5.345
H -0.607 0.230 -4.622
C 3.916 -1.974 -2.552
H 3.678 1.342 0.468
N -2.571 -3.545 3.363
C -0.291 -1.732 5.426
C -2.436 -4.770 4.124
C -3.804 -4.998 -0.224
C -5.647 1.386 -4.067
C -0.390 0.539 3.822
C -3.679 -2.768 3.517
C 0.981 1.407 -5.424
C -2.495 -4.904 -0.658
C -2.747 -1.223 1.938
H -0.978 4.520 1.365
H -0.445 1.386 3.149
H -4.195 -5.949 0.117
C -3.291 2.582 -4.900
H -3.389 -5.301 4.135
C -0.603 -3.556 -1.528
H 6.466 -3.644 2.866
C 2.479 2.447 3.447
C -1.371 0.313 4.772
H -5.623 -3.875 0.107
H 1.832 2.151 4.264
O 2.953 1.502 -1.950
O -0.059 2.242 1.214
H 4.339 5.082 2.423
C -0.091 1.184 -4.582
C 5.598 -3.002 2.783
C 0.226 3.337 -3.586
C -3.315 1.899 -3.687
C -3.815 -1.616 2.849
H -2.098 -0.993 6.307
O 1.363 -0.562 0.781
C -0.733 2.048 0.197
C -4.428 2.666 -5.688
H -4.593 -1.745 -0.643
C 0.698 -1.518 4.477
H 3.996 -0.538 4.457
C 4.783 -3.084 1.667
H 3.024 -2.305 0.679
H 1.868 4.482 -4.332
H -4.688 -0.991 2.947
C -2.058 3.269 -1.579
C 1.312 3.557 -4.422
H 1.280 0.636 -6.124
C 3.078 3.700 3.466
C 3.521 1.988 1.323
C -4.596 -3.859 -0.229
C -4.503 1.292 -3.289
H 5.012 -3.784 0.874
O -2.880 -0.202 1.237
C -0.493 2.149 -3.658
C -1.501 -3.133 2.538
C 3.084 -0.881 -2.318
C -1.406 3.349 -0.349
H 5.909 -2.702 -2.852
H -2.126 -4.566 5.154
C 3.389 -1.357 2.560
C 3.671 -2.263 1.548
P -1.884 1.705 -2.556
N -0.119 -2.406 -1.805
C -1.498 4.507 0.412
H -3.492 6.338 -1.613
H -1.675 -5.381 3.648
H -3.321 4.318 -2.980
H -6.560 0.909 -3.734
H 5.954 -2.025 4.664
H -2.190 1.014 4.864
Sr -0.829 -0.586 -0.139
O 0.907 -0.003 -2.003
C 4.210 -1.263 3.679
H 3.450 -2.945 -2.632
N -1.628 -1.981 1.842
```

These are the Mulliken partial charges, in e, on atoms 1 to 99: C -0.69; O -0.93; H 0.35; H 0.47; H 0.38; C -0.43; As -0.23; H 0.39; C -0.53; H 0.40; H 0.40; C -0.47; H 0.35; C 0.12; H 0.37; C 0.51; C -0.70; H 0.42; H 0.48; C 0.15; H 0.32; N -1.01; C -0.36; H 0.44; N 0.00; C -0.33; H 0.47; C -0.36; H 0.36; C 0.98; C -0.07; H 0.39; C -0.82; H -0.16; H 0.39; C -0.57; C -0.84; C -0.75; C -0.58; H 0.34; C -0.47; H 0.09; N 0.59; C -0.62; C -1.23; C -0.28; C -0.59; C 0.31; C -0.50; C -0.51; C -0.93; C 1.36; H 0.51; H 0.39; H 0.42; C -0.16; H 0.40; C -1.00; H 0.37; C -0.39; C -0.89; H 0.41; H 0.38; O -0.59; O -0.42; H 0.38; C -0.48; C -0.42; C -0.31; C -0.27; C -1.25; H 0.37; O 1.40; C 0.76; C -0.70; H 0.41; C -0.81; H 0.39; C -0.74; H 0.11; H 0.37; H 0.49; C -0.17; C -0.68; H 0.37; C -0.68; C -0.46; C -0.73; C -0.54; H 0.42; O -0.71; C 0.20; C -0.78; C 0.18; C -0.73; H 0.41; H 0.32; C 0.02; C -0.17

***

The following is a quantum chemistry calculation of a molecular structure, C55H44CsFN4O9PS, from the OMol25 dataset.

LUMO in eV: 2.009
Energy above the lowest of the compared OMol25 structures with the same formula, charge and spin in kcal per mole: 0.0
Net charge: -1

XYZ file:
```
116
C55H44CsFN4O9PS | the OMol25 dataset | ωB97M-V/def2-TZVPD
C 2.514 -1.575 -3.329
C 0.739 -7.695 2.393
C -2.460 1.747 -5.228
C -1.873 6.350 5.963
C 1.580 2.169 3.050
O -5.304 -0.293 -5.941
C -2.781 -1.794 3.692
H -4.404 6.901 2.805
H 0.913 4.457 6.743
C -2.342 -0.097 -3.104
C -0.737 -4.061 0.214
H 1.178 3.946 4.786
C 2.708 -6.539 3.142
C -2.458 7.025 4.737
C -1.745 4.933 3.558
C 0.277 2.975 3.185
Cs 0.496 0.312 0.031
C 2.853 -2.651 -5.600
H -3.792 -4.817 -1.039
C -0.895 2.885 2.340
H 2.050 1.227 -3.323
C 0.872 -5.298 2.172
H -2.689 -4.249 1.092
H -4.137 -0.913 -3.945
H -1.732 -1.621 1.826
H -3.387 -0.915 3.517
C 2.143 -5.334 2.742
C -1.048 -3.309 2.952
C 0.166 -2.251 -6.184
C 3.991 -1.373 -3.112
H 1.051 -3.871 -0.958
H 0.596 -3.199 -8.061
C -0.086 4.869 6.859
C -1.862 4.004 2.521
C 2.005 -7.720 2.966
H -0.808 -6.476 1.544
C 4.352 3.415 -2.132
H -3.652 -2.228 5.608
C -1.983 -4.712 -2.190
H 3.359 1.148 1.541
C 2.022 -2.044 -4.665
C -0.550 5.666 5.646
H 2.443 -8.662 3.270
C -1.845 -2.179 2.749
P 0.245 -3.641 1.699
O -4.515 1.413 -6.990
H 2.685 -4.405 2.867
C -2.654 6.003 3.655
C -3.436 0.732 -5.093
N -4.497 0.624 -6.052
C 4.059 2.176 -0.031
H 4.451 -0.886 -3.973
H 4.478 -2.342 -2.972
H -2.577 5.604 6.345
C 3.483 2.314 -2.158
C 0.288 3.905 4.175
H -0.075 5.525 7.731
H -2.472 -4.956 -3.126
H 0.193 6.439 5.415
C 3.310 -2.413 -0.030
H -3.286 -1.764 -2.146
H -0.679 2.592 -4.426
N 3.358 1.617 -0.966
H 4.301 2.439 1.959
H 2.476 2.568 -5.367
C 2.792 2.015 -3.330
H -0.877 -2.076 -6.417
F -4.835 5.265 0.875
C 0.996 -2.876 -7.107
C -2.724 -4.633 -1.018
C -0.006 -4.116 -0.971
H -0.039 -4.491 -3.080
C -2.138 -3.650 5.076
O -0.285 0.943 -2.491
C -3.803 5.142 1.740
S 4.996 3.596 -0.522
C 0.175 -6.492 2.001
C 4.578 4.192 -3.258
H -0.588 -4.915 4.303
O 3.595 -1.381 0.317
H 3.697 -6.554 3.584
C -2.418 -1.077 -2.030
C 3.909 3.863 -4.428
H 2.983 -3.563 -7.537
C 0.675 -1.842 -4.963
C -0.619 -4.457 -2.166
H 4.133 -0.762 -2.223
O -1.679 -1.223 -1.076
C -3.686 6.092 2.748
H 0.050 -1.350 -4.226
N -0.690 4.802 4.456
H -2.543 2.443 -6.050
C -2.915 4.115 1.605
C -2.926 -2.531 4.863
H 3.902 -2.802 -5.378
H -0.777 4.046 7.052
O -1.124 2.038 1.481
H -1.774 7.807 4.389
H -3.406 7.514 4.968
O 2.573 2.679 3.613
C 2.337 -3.078 -6.815
H -2.250 -4.226 5.986
C -1.281 0.893 -3.235
C -1.202 -4.040 4.125
H 4.067 4.457 -5.319
C -1.442 1.829 -4.335
H -3.000 3.381 0.815
C -2.104 -4.315 0.182
H -1.696 7.070 6.764
O 1.563 1.115 2.371
N 4.139 1.740 1.246
C 3.016 2.791 -4.455
O 1.705 -1.340 -2.460
C -3.369 -0.155 -4.040
H 0.192 -8.619 2.250
H 5.251 5.039 -3.225
```

These are the Mulliken partial charges, in e, on atoms 1 to 99: C 0.58; C -0.69; C -0.43; C -1.04; C -0.02; O -0.67; C -0.80; H 0.49; H 0.48; C 0.98; C 0.51; H 0.65; C -0.62; C -0.97; C -0.40; C -0.09; Cs 1.00; C -0.35; H 0.39; C 0.69; H 0.63; C -0.11; H 0.44; H 0.49; H 0.56; H 0.48; C -0.32; C 0.23; C -0.85; C -1.66; H 0.14; H 0.40; C -1.55; C 0.41; C -0.42; H 0.38; C 0.56; H 0.36; C -0.59; H 0.08; C 0.36; C 0.37; H 0.37; C -0.37; P 0.60; O -0.68; H 0.36; C 0.85; C -0.65; N 1.02; C 0.32; H 0.48; H 0.49; H 0.36; C -0.81; C -0.31; H 0.42; H 0.36; H 0.14; C -0.05; H 0.09; H 0.51; N 0.05; H 0.37; H 0.45; C 0.41; H 0.52; F -0.37; C -0.49; C -0.78; C -0.51; H 0.42; C -0.67; O -0.16; C 0.17; S -0.39; C 0.05; C -0.38; H 0.36; O -0.02; H 0.39; C -0.72; C -0.66; H 0.38; C 0.14; C -0.33; H 0.07; O -0.17; C -0.77; H 0.30; N 0.37; H 0.50; C -1.13; C -0.54; H 0.41; H 0.37; O -0.50; H 0.31; H 0.43

***

The following is a quantum chemistry calculation of a molecular structure, C55H44F2MnN5O2P2SSe2 in a non-equilibrium geometry, from the OMol25 dataset.

Multiplicity: 6
LUMO (alpha / beta) in eV: 2.058 / 2.057
<S²>: 8.7607
Energy above the lowest of the compared OMol25 structures with the same formula, charge and spin in kcal per mole: 36.4
Net charge: -1

XYZ file:
```
114
C55H44F2MnN5O2P2SSe2 | the OMol25 dataset | ωB97M-V/def2-TZVPD
H 4.746 2.043 -0.203
H 1.693 -3.701 3.112
H 0.566 1.922 1.595
C 2.579 -3.577 0.269
C 4.282 -5.657 -0.386
C -1.197 -0.037 -3.713
H 0.263 5.568 1.859
S -8.377 -4.663 0.636
C 5.325 -0.894 0.187
C 2.184 -0.922 4.990
C 3.095 -5.490 -1.083
C 2.795 -0.241 -1.085
H 7.036 2.176 -4.578
C 2.033 -2.269 4.680
H 8.085 -2.370 1.480
C 5.900 3.220 -1.567
C -5.629 3.707 -1.802
Se 4.832 -2.195 -2.786
C -0.244 5.944 -0.190
H 6.845 -2.138 -0.659
H -2.336 1.148 -6.692
C 4.859 -0.264 1.338
C -3.638 2.500 -2.420
H -7.795 -2.802 -1.456
C 0.160 2.863 1.964
C -0.666 3.962 -1.434
C 6.697 -1.170 2.591
H 2.252 1.081 4.227
H -1.958 0.671 3.419
C -9.657 -2.716 2.167
F -0.707 -0.727 -5.924
P 4.514 -0.630 -1.417
N 2.308 0.856 -1.698
H 1.305 -4.316 -1.289
H 5.874 0.114 -3.846
C -1.857 0.820 -2.826
C -4.802 -1.894 -0.097
C 1.722 -0.857 -0.402
C -6.999 -3.555 0.383
H -1.398 -0.413 1.552
C 6.493 -1.648 0.242
H 2.320 -0.616 6.020
C -2.222 1.036 -5.623
C 1.969 -0.358 2.663
C -1.815 1.259 2.508
N 1.028 0.923 -1.433
F -3.729 2.782 -5.311
C 7.176 -1.783 1.438
C -2.801 1.735 -3.359
C 6.545 3.264 -2.795
H -3.446 3.345 0.733
H -0.713 2.481 3.894
C 3.776 -3.735 0.961
N -3.172 2.606 -1.158
C -8.903 -4.009 2.270
C 1.829 -1.703 2.350
H -0.156 7.020 -0.109
H 1.919 0.382 1.874
H -5.268 2.942 -3.760
H -9.871 -2.316 3.158
H 5.911 4.089 -0.921
C 5.886 0.991 -3.213
Mn -1.257 0.964 -0.857
H 4.955 -6.466 -0.642
H -5.836 -1.331 -1.888
C -3.890 3.262 -0.256
H 7.224 -1.285 3.530
H -10.590 -2.903 1.635
O -8.670 -4.600 3.281
H -5.981 -4.143 2.174
C -1.059 2.560 2.862
Se -0.610 -2.875 0.666
H -9.082 -1.998 1.583
H 5.159 0.067 3.433
C 6.534 2.148 -3.619
H -2.806 1.486 2.099
H -4.028 -2.683 1.744
P 1.404 -2.262 0.678
C -5.876 -1.945 -0.998
H -0.530 -0.814 -3.350
C 2.239 -4.452 -0.757
H 7.052 4.168 -3.109
H 5.559 -4.896 1.169
C -3.693 -1.037 -0.351
H 2.046 -3.014 5.466
C 1.844 -2.659 3.366
C -6.966 -2.763 -0.760
C -1.380 0.084 -5.075
C -2.922 1.832 -4.746
C -5.122 3.830 -0.514
C -0.139 3.751 0.785
C 2.149 0.031 3.983
C -4.883 3.048 -2.758
H 3.955 0.330 1.293
C 5.236 0.946 -1.987
H -6.595 4.125 -2.056
N -0.491 3.177 -0.368
C -0.563 5.338 -1.396
N 0.649 -0.090 -0.677
C 4.626 -4.780 0.630
O -1.078 0.502 1.568
H 4.040 -3.046 1.754
H 2.841 -6.161 -1.894
H -0.894 3.449 -2.362
C -0.020 5.132 0.908
H -1.747 3.407 2.819
C -4.860 -2.694 1.052
C -2.764 -0.274 -0.593
H -5.664 4.352 0.264
H -0.729 5.919 -2.293
C 5.537 -0.411 2.537
C -5.945 -3.520 1.290
C 5.250 2.068 -1.160
H 0.929 3.345 2.571
```

These are the Mulliken partial charges, in e, on atoms 1 to 99: H 0.26; H 0.51; H -1.33; C 0.49; C -0.51; C -0.52; H 0.48; S -0.14; C 1.02; C -0.71; C -0.76; C 0.68; H 0.39; C -0.79; H 0.43; C -0.78; C -0.43; Se -0.45; C -0.59; H 0.37; H 0.49; C 0.07; C 0.16; H 0.41; C 1.14; C -0.56; C -0.70; H 0.53; H 0.52; C -0.95; F -0.36; P 0.78; N -1.41; H 0.41; H 0.32; C 0.17; C -0.14; C -1.38; C -0.10; H -0.11; C -0.88; H 0.41; C -1.07; C 0.24; C -0.65; N 0.32; F -0.39; C -0.64; C 0.67; C -0.44; H 0.16; H 0.51; C 0.07; N 0.76; C 0.64; C 0.56; H 0.41; H -0.29; H 0.51; H 0.31; H 0.40; C -0.65; Mn 0.53; H 0.37; H 0.54; C -0.28; H 0.41; H 0.30; O -0.52; H 0.42; C -0.91; Se -0.34; H 0.29; H 0.47; C -0.62; H 0.23; H 0.47; P 0.61; C -0.46; H 0.54; C -0.63; H 0.38; H 0.43; C 0.23; H 0.42; C -0.49; C -0.53; C 0.37; C 0.65; C -1.03; C -0.31; C -0.87; C -1.01; H 0.06; C 0.67; H 0.41; N 0.69; C -1.15; N 1.51

***

- net charge of number 1 (C55H42N5O5OsS5)?
  +1